No. 1
Molecular formula: C25H20BaN6O17P2S2
Method: DFT, the ωB97M-V functional and the def2-TZVPD basis

Geometry as ORCA input:
```
! RIJCOSX wB97M-V def2-TZVPD def2/J DEFGRID3
* xyz -2 1
O 0.868 2.862 1.588
O 3.848 3.492 -2.011
H 1.380 3.493 1.051
C 1.138 1.747 -4.823
O 3.471 4.100 0.772
C -1.251 -1.631 8.625
S 0.707 1.665 -6.497
C -1.611 -1.077 -1.063
O -0.837 -1.711 -0.302
C -3.267 0.999 -6.125
O 1.911 2.365 2.465
H -1.748 0.894 2.992
C -2.225 1.231 -3.953
N 0.419 -1.980 -5.527
H -4.287 0.795 -4.235
H 1.593 -1.394 2.350
O 1.434 -1.377 -5.231
C -1.845 -2.659 -5.008
H -2.029 1.184 -7.857
H 2.011 -1.873 6.794
H 1.818 -2.492 9.196
C -1.092 -0.179 4.729
C -2.910 -2.227 -2.864
C -0.683 -2.053 -4.545
O 0.492 -0.982 -2.746
C -0.113 -1.419 6.677
C -0.124 -1.036 5.232
C -0.936 1.439 -6.004
C 3.874 2.767 0.484
C 0.842 -1.502 4.346
C -1.010 1.455 -4.611
H 3.824 4.672 0.076
C -0.533 -1.520 -3.234
H 3.336 3.760 -2.786
C -1.772 -1.623 -2.435
P 3.097 2.361 -1.153
C -2.079 1.216 -6.778
Ba 0.433 0.490 -0.274
C -3.342 1.002 -4.718
H 5.815 3.285 -0.343
C 0.830 -1.057 3.038
H -2.255 1.197 -2.872
O 0.247 -2.513 -6.615
O -4.126 -3.891 -5.783
N -0.065 -0.193 2.563
S -2.765 -1.415 9.628
O -3.827 -1.196 8.665
H 2.176 1.828 -4.549
H -3.791 -2.292 -2.245
O 2.721 0.545 0.662
O -2.028 0.107 -0.829
O 3.594 1.040 -1.931
N -1.260 -1.313 7.337
H 5.672 1.604 0.178
H -1.884 -3.046 -6.014
C 5.386 2.627 0.417
N -4.149 -3.367 -4.679
P 3.217 1.511 1.804
C -1.016 0.208 3.399
O -5.141 -3.330 -3.966
O -2.447 -0.256 10.445
O -2.841 -2.669 10.362
C 0.947 -2.154 8.642
H 3.045 0.241 -1.888
N 0.207 1.634 -3.953
H -4.162 0.802 -6.699
H -1.885 0.185 5.366
H 1.603 -2.202 4.657
C 1.060 -1.827 7.300
O 1.623 2.584 -1.220
H 5.814 2.881 1.389
C -2.928 -2.744 -4.172
N -0.191 -2.067 9.310
*
```

Calculated values
HOMO level = -4.014 eV
HOMO-LUMO gap = 0.2586 hartree

---

No. 2
Molecular formula: C25H20BiClN3P
Method: DFT, the ωB97M-V functional and the def2-TZVPD basis

Geometry as ORCA input:
```
! RIJCOSX wB97M-V def2-TZVPD def2/J DEFGRID3
* xyz 0 1
C 0.521 -3.599 1.794
C 2.714 2.784 -3.327
N 4.271 -4.702 2.101
C -0.796 -1.825 2.487
C 3.577 -5.658 2.666
C 1.326 2.915 -3.439
C 0.374 -2.566 2.801
C -1.364 -2.356 1.300
C -1.673 2.409 2.941
C 2.440 1.262 -1.467
H -1.081 4.267 3.879
H -2.715 1.926 -0.469
H -4.719 1.519 -1.867
H -4.787 -0.424 -3.431
C 0.384 2.924 1.109
H -2.064 0.626 1.790
C 3.269 1.950 -2.348
C -2.734 1.078 -1.155
H 3.368 3.329 -4.007
H -2.301 -2.033 0.842
N 3.063 -6.585 3.174
C 3.921 -3.558 1.702
H -1.227 -1.033 3.098
H -0.601 2.287 -2.670
C -2.808 -1.118 -2.900
H -0.791 -4.116 0.037
H 0.752 4.715 2.247
H 1.155 -4.481 1.903
C -0.429 1.784 0.944
C -3.903 -0.248 -2.817
H -2.840 -1.974 -3.578
C -1.617 0.231 -1.259
H 2.888 0.600 -0.714
C -3.866 0.842 -1.942
H -0.824 -1.573 -2.177
C -1.678 -0.892 -2.118
H 0.887 3.555 -4.206
Cl 1.676 -2.528 -1.726
Bi 1.664 -1.613 0.560
N 3.800 -2.447 1.270
C 0.485 2.212 -2.570
H -2.453 2.189 3.675
C 1.034 1.408 -1.560
H 0.994 -2.470 3.693
C -0.898 3.569 3.061
P -0.064 0.570 -0.369
H 4.354 1.836 -2.266
C 0.131 3.822 2.146
C -1.447 1.523 1.887
C -0.569 -3.441 0.862
H 1.203 3.108 0.411
*
```

Calculated values
HOMO level = -8.217 eV
HOMO-LUMO gap = 0.2613 hartree

---

No. 3
Molecular formula: C25H20Br2IIrN2O4
Method: DFT, the ωB97M-V functional and the def2-TZVPD basis

Geometry as ORCA input:
```
! RIJCOSX wB97M-V def2-TZVPD def2/J DEFGRID3
* xyz 1 6
H 4.315 2.418 3.287
H -3.708 -3.877 0.403
N -1.286 0.340 0.578
C 5.665 0.217 1.091
C -1.745 -1.750 -3.066
H 2.288 6.731 1.032
Br -1.737 -5.918 -2.680
H 3.840 4.830 0.764
H -2.466 -4.456 1.545
H -0.149 6.353 1.094
C 0.019 4.234 0.862
H -4.127 -1.395 0.389
H 6.514 0.096 0.434
C 3.629 -0.630 2.023
H -4.133 -2.529 -5.319
Br 1.992 0.804 3.915
H -1.046 4.057 0.887
C -3.049 -3.933 -4.132
H -3.590 1.894 0.797
I 2.241 -2.190 2.112
O 0.235 -1.976 -1.258
C -3.530 1.149 0.002
C -2.608 0.044 0.405
C -2.075 -4.126 -3.160
H -3.549 -4.794 -4.550
C 5.522 1.365 1.854
C -0.397 -3.161 -1.537
H -3.859 -3.499 2.115
C 4.714 -0.790 1.173
C 2.773 4.656 0.796
H 6.263 2.151 1.797
C -3.078 -1.233 0.593
C -3.141 -3.640 1.304
H -3.146 1.663 -0.881
C -3.373 -2.657 -4.561
C 0.525 5.516 0.979
C 0.896 3.157 0.716
C 3.472 0.521 2.785
H -4.522 0.757 -0.201
C 4.432 1.520 2.696
H -2.958 -0.557 -4.360
N -0.959 1.614 0.564
H 2.942 2.528 0.563
C -2.719 -1.556 -4.024
C -2.372 -2.376 1.098
C 1.897 5.726 0.946
O -1.151 -2.396 1.384
C 0.392 1.792 0.610
O 1.212 0.824 0.563
Ir 0.366 -1.131 0.472
C 2.277 3.372 0.681
C -1.408 -3.028 -2.610
O -0.141 -4.140 -0.896
H 4.819 -1.690 0.585
H -1.218 -0.899 -2.656
*
```

Calculated values
HOMO level (spin up / spin down) = -11.060 / -11.470 eV
HOMO-LUMO gap (spin up / spin down) = 0.2902 / 0.2122 hartree